# 1
ORCA calculation (ωB97M-V with the def2-TZVPD basis set) on one molecule with the formula C16H24N2O4S in a non-equilibrium geometry.

Properties
frontier orbital gap	9.48	eV
ΔE to the lowest compared entry with this formula, charge and spin	21.5	kcal per mole
E_LUMO	0.50	eV
M	340.445	g/mol
highest occupied orbital energy	-8.98	eV
SMILES	COc1ccc(C)cc1S(=O)(=O)N(C)CC(=O)N1CCCCC1
strongest force on any atom	1.16	eV/Å

The geometry in ORCA input format:
```
! RIJCOSX wB97M-V def2-TZVPD def2/J DEFGRID3
* xyz 0 1
C -0.8777 -2.5250 -2.1832
O -0.8928 -1.3152 -1.4575
C -1.9255 -1.0768 -0.6206
C -2.8518 -2.0304 -0.1979
C -3.8559 -1.6853 0.6882
C -3.9867 -0.3910 1.1792
C -5.0772 -0.0416 2.1440
C -3.0731 0.5590 0.7431
C -2.0639 0.2227 -0.1358
S -0.9614 1.5181 -0.6947
O -1.4981 2.7732 -0.2445
O -0.6893 1.3775 -2.0930
N 0.4676 1.1586 0.1481
C 0.3060 1.4257 1.5607
C 1.6055 1.8421 -0.4419
C 2.9344 1.2908 0.0716
O 3.7191 2.0202 0.6529
N 3.2036 -0.0057 -0.1694
C 2.3133 -0.9815 -0.7531
C 1.8797 -1.9868 0.3169
C 3.1023 -2.6464 0.9509
C 4.0471 -1.5784 1.4949
C 4.4082 -0.5919 0.3854
H -1.8031 -2.6618 -2.7495
H -0.7205 -3.3890 -1.5287
H -0.0416 -2.4384 -2.8745
H -2.7942 -3.0461 -0.5558
H -4.5590 -2.4434 1.0021
H -4.9090 -0.5371 3.0998
H -6.0429 -0.3703 1.7648
H -5.1124 1.0307 2.3119
H -3.1334 1.5883 1.0612
H -0.4782 0.7743 1.9442
H 1.2422 1.2143 2.0748
H 0.0249 2.4692 1.7401
H 1.5918 2.9151 -0.2052
H 1.5276 1.7223 -1.5243
H 1.4392 -0.4996 -1.1840
H 2.8628 -1.5072 -1.5447
H 1.2367 -2.7421 -0.1342
H 1.3029 -1.4580 1.0772
H 2.7937 -3.3195 1.7532
H 3.6249 -3.2410 0.1972
H 4.9560 -2.0355 1.8884
H 3.5596 -1.0353 2.3068
H 5.0269 0.2202 0.7700
H 4.9485 -1.1090 -0.4152
*
```

---

# 2
ORCA calculation (ωB97M-V with the def2-TZVPD basis set) on a 3-piece molecular cluster, C5H17NO2 overall in a non-equilibrium geometry.

Properties
frontier orbital gap	10.31	eV
ΔE to the lowest compared entry with this formula, charge and spin	15.8	kcal per mole
E_LUMO	0.82	eV
M	123.196	g/mol
highest occupied orbital energy	-9.49	eV
SMILES	CCCCNC.O.O
strongest force on any atom	1.14	eV/Å

The geometry in ORCA input format:
```
! RIJCOSX wB97M-V def2-TZVPD def2/J DEFGRID3
* xyz 0 1
C -2.8281 -0.0299 0.6448
C -1.7504 -1.1106 0.5113
C -0.5882 -0.9615 1.5101
C 0.7250 -0.6205 0.8427
N 0.7243 0.7302 0.2748
C 1.9750 1.4460 0.4256
H -3.1640 0.0704 1.6546
H -3.7130 -0.2748 0.0534
H -2.5277 0.9392 0.2396
H -2.2516 -2.0687 0.6234
H -1.4455 -1.1105 -0.5155
H -0.8565 -0.2341 2.2760
H -0.5355 -1.8902 2.0756
H 1.5299 -0.7458 1.5800
H 0.9400 -1.3321 0.0504
H 0.0134 1.2806 0.7383
H 1.9170 2.3857 -0.1328
H 2.1662 1.7878 1.4440
H 2.8689 0.8917 0.1628
O 2.5658 -1.1447 -2.6193
H 1.8860 -1.7574 -2.8991
H 2.1571 -0.3738 -2.2177
O -0.0441 1.1011 -2.4544
H 0.0986 1.0349 -1.5019
H 0.1373 1.9869 -2.7666
*
```

---

# 3
ORCA calculation (ωB97M-V with the def2-TZVPD basis set) on C29H78AsF6O28S10 as an isolated structure in a non-equilibrium geometry.

Properties
frontier orbital gap	8.62	eV
E_LUMO	1.58	eV
M	1384.495	g/mol
highest occupied orbital energy	-7.04	eV
strongest force on any atom	2.30	eV/Å

The geometry in ORCA input format:
```
! RIJCOSX wB97M-V def2-TZVPD def2/J DEFGRID3
* xyz -1 1
As 0.0190 -0.2756 -0.6480
F 0.1179 -1.9302 -1.2486
F -1.4342 -0.0184 -1.6076
F -0.0575 1.4115 -0.0963
F 1.4883 -0.4823 0.2448
F 0.9902 0.3144 -2.0069
F -0.8751 -0.7247 0.7728
O 5.1576 -0.1972 3.5619
S 4.1437 0.5346 4.2556
O 3.7343 1.8358 3.7546
O 2.8794 -0.4575 4.4364
C 1.6416 0.2167 4.7423
C 0.7598 0.4503 3.5066
C 4.6488 0.6437 5.9963
H 1.7923 1.0935 5.3700
H 1.0459 -0.4858 5.3276
H 0.0762 1.2941 3.5905
H 0.2342 -0.4756 3.2778
H 1.3402 0.6982 2.6146
H 3.8776 1.1736 6.5516
H 5.5295 1.2842 6.0262
H 4.8742 -0.3517 6.3624
O -2.4561 1.2536 -7.2884
S -1.9975 0.9742 -5.9668
O -2.8335 1.2403 -4.8104
O -1.5337 -0.5701 -5.9001
C -1.3077 -1.1266 -4.6099
C -0.5588 -2.4430 -4.7427
C -0.3858 1.7693 -5.6328
H -2.2873 -1.3564 -4.1814
H -0.7954 -0.4835 -3.8955
H -0.4427 -2.9359 -3.7745
H 0.4306 -2.3342 -5.1932
H -1.0210 -3.2245 -5.3461
H -0.0217 1.4572 -4.6553
H -0.4394 2.8492 -5.7238
H 0.3272 1.3474 -6.3413
O -3.2192 -4.1975 -5.3947
S -2.7104 -5.4577 -4.9281
O -1.6132 -6.0760 -5.6266
O -2.2311 -5.3077 -3.3784
C -2.9826 -4.4058 -2.5543
C -2.4138 -4.3671 -1.1306
C -3.9989 -6.7080 -4.7945
H -4.0354 -4.6865 -2.4608
H -2.9566 -3.4217 -3.0218
H -3.1931 -4.2146 -0.3894
H -1.5758 -3.6802 -1.0249
H -1.9925 -5.3596 -0.9369
H -4.6821 -6.6046 -3.9504
H -3.5128 -7.6642 -4.6168
H -4.5884 -6.6343 -5.7050
O -3.1512 5.4837 -1.6321
S -2.3834 4.3931 -1.0841
O -1.3879 4.6383 -0.0733
O -3.3340 3.2314 -0.4688
C -4.5295 2.8545 -1.1494
C -4.6117 1.3379 -1.4222
C -1.6092 3.4039 -2.4284
H -4.6658 3.3797 -2.0936
H -5.3746 3.0856 -0.5009
H -4.3658 0.6877 -0.5824
H -3.8620 1.0958 -2.1797
H -5.6131 1.0569 -1.7421
H -0.8776 3.9944 -2.9753
H -2.3757 3.0941 -3.1399
H -1.2207 2.5141 -1.9459
O -5.4956 0.8591 1.9238
S -4.5164 1.7048 2.5820
O -4.5959 3.1338 2.4465
O -4.4660 1.3169 4.1558
C -3.9949 2.3117 5.0885
C -2.6912 1.7927 5.6939
C -2.8853 1.1390 2.0335
H -4.7937 2.3952 5.8222
H -3.7824 3.2612 4.6002
H -2.1448 2.5894 6.2077
H -1.9973 1.3582 4.9780
H -2.8699 1.0797 6.5027
H -2.8484 0.0580 2.1173
H -2.1399 1.7657 2.5257
H -2.6399 1.3735 0.9951
O 0.9926 3.8304 4.6898
S 0.0556 4.3231 3.7151
O -1.3685 4.1541 3.8276
O 0.3895 5.9218 3.6754
C -0.5618 6.8348 3.0914
C -0.1571 8.2730 3.4500
C 0.7134 3.8693 2.1091
H -1.5410 6.6146 3.5132
H -0.5455 6.6496 2.0171
H -0.7602 9.0053 2.9151
H 0.8850 8.4196 3.1728
H -0.3423 8.4193 4.5124
H 0.1373 3.0659 1.6507
H 1.7542 3.6033 2.2671
H 0.5773 4.7230 1.4491
O -0.0814 -3.2615 4.8232
S -0.0382 -4.3473 3.8939
O 0.2562 -5.6837 4.3174
O -1.5052 -4.3527 3.1101
C -1.9995 -3.0981 2.6352
C -3.5180 -3.1307 2.6371
C 0.9645 -3.8932 2.4836
H -1.6931 -2.9050 1.6035
H -1.5714 -2.3020 3.2473
H -3.8558 -3.1274 3.6731
H -3.8852 -4.0095 2.1080
H -3.9270 -2.2658 2.1128
H 0.8067 -2.8339 2.3084
H 0.6440 -4.5622 1.6863
H 1.9886 -4.1703 2.7315
O 1.6803 3.8400 -3.8260
S 2.9136 3.4921 -3.1822
O 3.7788 2.5174 -3.7899
O 3.8223 4.8230 -3.0527
C 5.0426 4.6888 -2.3062
C 6.0212 5.7527 -2.8004
C 2.6400 3.1152 -1.3908
H 5.4558 3.7121 -2.5642
H 4.8963 4.7750 -1.2301
H 6.8710 5.7986 -2.1128
H 5.6231 6.7636 -2.6916
H 6.3881 5.5497 -3.8018
H 3.5540 2.5801 -1.1426
H 1.7635 2.4755 -1.4301
H 2.5002 4.0656 -0.8874
O 1.7586 -8.0749 -0.3520
S 0.9312 -6.9880 -0.7923
O 0.0722 -6.2461 0.0912
O 1.9784 -5.9925 -1.5405
C 1.5662 -4.6088 -1.7123
C 2.7819 -3.7100 -1.6154
C 0.0245 -7.5188 -2.2122
H 0.7392 -4.2559 -1.0951
H 1.1477 -4.6663 -2.7232
H 3.5113 -4.0822 -2.3302
H 3.1553 -3.6154 -0.5942
H 2.4708 -2.6803 -1.8057
H -0.9058 -8.0165 -1.9441
H 0.6680 -8.2061 -2.7585
H -0.2247 -6.7112 -2.9010
C 4.3395 -0.0666 0.4646
S 5.3035 -0.3545 -1.0359
O 6.0687 0.9333 -1.2621
C 6.4997 -1.4970 -0.2886
H 3.9486 -0.9897 0.8869
H 3.5089 0.5983 0.2338
H 4.9222 0.5237 1.1711
H 7.3965 -1.5531 -0.8965
H 6.0934 -2.4527 0.0469
H 6.7482 -1.0554 0.6831
*
```